(1)
ORCA calculation (wB97M-V/def2-TZVPD) on a molecular structure, C38H41ClO5PSY.

Properties
DFT total energy = -3086.568464 hartree
Total charge = +2
Max |F| = 0.6 eV Å⁻¹
Spin multiplicity = 1

Geometry (Å):
Y1 0.925 0.306 -0.041
Cl1 -0.317 2.025 1.856
C1 -0.839 1.206 3.348
C2 -1.272 2.034 4.366
C3 -1.695 1.451 5.551
C4 -1.678 0.070 5.697
C5 -1.243 -0.732 4.655
C6 -0.815 -0.177 3.448
P1 -0.313 -1.248 2.065
C7 -1.871 -1.856 1.372
C8 -1.813 -2.818 0.361
C9 -2.968 -3.208 -0.290
C10 -4.188 -2.635 0.054
C11 -4.250 -1.678 1.053
C12 -3.094 -1.283 1.713
C13 0.549 -2.649 2.810
C14 -0.107 -3.819 3.186
C15 0.610 -4.852 3.772
C16 1.975 -4.721 3.986
C17 2.633 -3.556 3.612
C18 1.923 -2.525 3.020
H1 -1.278 3.107 4.237
H2 -2.036 2.083 6.359
H3 -2.007 -0.381 6.623
H4 -1.232 -1.809 4.771
H5 -0.863 -3.255 0.076
H6 -2.919 -3.951 -1.075
H7 -5.089 -2.938 -0.462
H8 -5.199 -1.234 1.322
H9 -3.155 -0.535 2.495
H10 -1.171 -3.927 3.013
H11 0.102 -5.762 4.062
H12 2.528 -5.530 4.443
H13 3.697 -3.460 3.784
H14 2.427 -1.608 2.730
O1 -0.515 1.557 -1.344
C19 -1.287 0.895 -2.434
C20 -0.928 -0.608 -2.340
O2 -1.323 -1.382 -3.161
O3 -0.186 -0.899 -1.290
C21 -2.770 1.045 -2.155
C22 -3.250 1.382 -0.894
C23 -4.618 1.474 -0.671
C24 -5.509 1.207 -1.696
C25 -5.031 0.848 -2.951
C26 -3.669 0.771 -3.183
C27 -0.817 1.541 -3.720
C28 0.139 0.944 -4.535
C29 0.646 1.631 -5.630
C30 0.210 2.918 -5.911
C31 -0.749 3.516 -5.104
C32 -1.266 2.826 -4.018
H15 -0.766 2.491 -1.348
H16 -2.566 1.574 -0.077
H17 -4.983 1.755 0.309
H18 -6.574 1.281 -1.522
H19 -5.723 0.635 -3.754
H20 -3.297 0.490 -4.160
H21 0.462 -0.072 -4.343
H22 1.368 1.151 -6.278
H23 0.601 3.448 -6.769
H24 -1.109 4.510 -5.332
H25 -2.042 3.282 -3.412
C33 5.098 0.038 2.024
S1 4.269 1.262 1.025
C34 4.472 2.674 2.093
O4 2.780 0.910 1.142
H26 6.157 0.293 2.058
H27 4.971 -0.928 1.538
H28 4.664 0.035 3.023
H29 5.536 2.895 2.166
H30 4.047 2.446 3.069
H31 3.955 3.513 1.631
C35 2.363 2.833 -2.148
C36 3.115 1.578 -2.514
O5 2.591 0.444 -1.786
C37 3.318 -0.763 -2.103
C38 2.814 -1.905 -1.252
H32 2.883 3.696 -2.563
H33 2.327 2.974 -1.061
H34 1.355 2.821 -2.560
H35 4.177 1.663 -2.268
H36 3.019 1.368 -3.581
H37 4.380 -0.571 -1.923
H38 3.184 -0.980 -3.165
H39 2.905 -1.682 -0.177
H40 3.431 -2.787 -1.419
H41 1.786 -2.171 -1.496

(2)
ORCA calculation (wB97M-V/def2-TZVPD) on 2 unconnected molecules or ions with the total composition C9H14S at a distorted geometry.

Properties
Total charge = +1
<S²> = 0.754
Max |F| = 2.2 eV Å⁻¹
Spin multiplicity = 2
Relative energy (zero: lowest compared OMol25 entry of this formula, charge and spin) = 1.425 eV

Geometry (Å):
C1 -1.433 2.126 -1.716
C2 0.628 0.998 -0.729
C3 -0.330 2.037 -0.719
C4 1.459 0.765 0.348
C5 1.560 1.688 1.391
C6 -0.223 2.919 0.358
C7 0.751 2.789 1.344
H1 0.540 0.348 -1.584
H2 1.981 -0.205 0.448
H3 -1.181 2.797 -2.549
H4 -2.365 2.555 -1.358
H5 2.092 1.326 2.255
H6 -0.928 3.755 0.412
H7 0.791 3.541 2.127
H8 -1.569 1.087 -2.058
C8 -0.580 -2.005 -0.352
C9 -1.395 -2.870 -1.359
S1 0.267 -3.080 0.934
H9 0.193 -1.580 -0.993
H10 -1.123 -1.231 0.171
H11 -2.233 -3.315 -0.825
H12 -0.490 -4.178 0.831
H13 -0.751 -3.663 -1.727
H14 -1.836 -2.212 -2.102

(3)
ORCA calculation (wB97M-V/def2-TZVPD) on 2 unconnected molecules or ions with the total composition C2H4Cl4 at a distorted geometry.

Properties
SMILES = ClCCl.ClCCl
Max |F| = 1.1 eV Å⁻¹
Spin multiplicity = 1
Relative energy (zero: lowest compared OMol25 entry of this formula, charge and spin) = 0.230 eV

Geometry (Å):
Cl1 -0.765 -2.707 0.526
C1 0.715 -1.808 0.683
Cl2 0.545 -0.457 1.855
H1 1.454 -2.518 1.056
H2 0.885 -1.483 -0.343
Cl3 -2.239 1.403 -0.539
C2 -0.477 1.730 -0.685
Cl4 -0.097 3.037 -1.847
H3 -0.019 2.012 0.264
H4 -0.002 0.791 -0.970

(4)
ORCA calculation (wB97M-V/def2-TZVPD) on a single C12H24O6Si molecule at a distorted geometry.

Properties
SMILES = CC(=O)O[Si](OC(C)=O)(OC(C)(C)C)OC(C)(C)C
Max |F| = 2.5 eV Å⁻¹
Spin multiplicity = 1
Relative energy (zero: lowest compared OMol25 entry of this formula, charge and spin) = 0.000 eV

Geometry (Å):
C1 3.651 -0.808 2.475
C2 2.235 -0.720 2.041
O1 1.387 -1.438 2.532
O2 2.092 0.188 1.036
Si1 0.801 0.273 0.008
O3 0.732 -1.247 -0.653
C3 -0.213 -1.817 -1.429
C4 -0.080 -3.320 -1.612
O4 -1.167 -1.245 -1.924
O5 -0.600 0.645 0.838
C5 -1.296 0.029 1.928
C6 -0.634 0.501 3.231
C7 -2.741 0.561 1.877
C8 -1.323 -1.496 1.752
O6 1.086 1.387 -1.155
C9 0.218 1.664 -2.294
C10 0.582 3.108 -2.709
C11 -1.238 1.672 -1.845
C12 0.498 0.660 -3.459
H1 3.988 0.068 3.025
H2 3.733 -1.611 3.160
H3 4.386 -0.983 1.646
H4 -0.929 -3.806 -1.119
H5 0.831 -3.713 -1.138
H6 -0.058 -3.571 -2.673
H7 -0.578 1.580 3.335
H8 -1.167 0.138 4.105
H9 0.395 0.179 3.310
H10 -3.382 0.003 2.573
H11 -3.137 0.404 0.871
H12 -2.815 1.623 2.100
H13 -1.803 -1.761 0.799
H14 -0.332 -1.903 1.740
H15 -1.939 -1.945 2.555
H16 0.376 3.863 -1.914
H17 0.010 3.333 -3.653
H18 1.644 3.152 -2.923
H19 -1.712 0.669 -1.750
H20 -1.308 2.099 -0.839
H21 -1.851 2.249 -2.556
H22 0.171 1.132 -4.383
H23 1.548 0.460 -3.563
H24 -0.058 -0.253 -3.346

(5)
ORCA calculation (wB97M-V/def2-TZVPD) on 2 unconnected molecules or ions with the total composition CH3O4P at a distorted geometry.

Properties
Total charge = -2
Max |F| = 4.0 eV Å⁻¹
Spin multiplicity = 1
Relative energy (zero: lowest compared OMol25 entry of this formula, charge and spin) = 1.124 eV

Geometry (Å):
C1 1.621 -0.432 -0.589
O1 -4.454 0.969 0.023
O2 -2.498 -0.327 -1.066
O3 -3.715 -1.231 1.064
O4 2.805 -0.440 -0.150
P1 -3.296 -0.038 0.189
H1 1.453 0.068 -1.529
H2 0.586 -0.680 -0.077
H3 -2.461 0.778 1.182

(6)
ORCA calculation (wB97M-V/def2-TZVPD) on a molecular structure, C38H64BIrN10STe.

Properties
DFT total energy = -2828.872422 hartree
Total charge = +2
<S²> = 6.031
Max |F| = 0.4 eV Å⁻¹
Spin multiplicity = 5

Geometry (Å):
Ir1 0.326 0.061 0.049
C1 5.186 -1.611 0.411
C2 3.800 -1.202 -0.077
C3 3.745 -1.187 -1.609
C4 2.731 -2.087 0.466
C5 2.852 -3.315 1.098
C6 1.554 -3.742 1.348
C7 1.107 -4.962 2.093
C8 0.946 -4.610 3.579
C9 2.089 -6.116 1.904
N1 0.719 -2.804 0.873
N2 1.431 -1.773 0.339
B1 -0.818 -2.806 0.795
N3 -1.260 -2.450 -0.651
N4 -1.092 -1.202 -1.172
C10 -1.682 -1.219 -2.377
C11 -2.185 -2.488 -2.644
C12 -1.905 -3.248 -1.521
C13 -2.181 -4.708 -1.296
C14 -3.362 -5.185 -2.139
C15 -0.914 -5.521 -1.598
C16 -1.964 -0.042 -3.276
C17 -0.822 0.912 -3.539
C18 -3.203 0.739 -2.805
N5 -1.406 -1.761 1.767
N6 -0.929 -0.472 1.695
C19 -1.470 0.216 2.719
C20 -2.276 -0.637 3.453
C21 -2.233 -1.873 2.828
C22 -3.136 -3.010 3.259
C23 -2.779 -4.455 2.925
C24 -4.555 -2.703 2.752
C25 -1.262 1.674 2.975
C26 -2.596 2.420 2.864
C27 -0.640 1.890 4.359
H1 5.931 -0.883 0.089
H2 5.473 -2.580 -0.002
H3 5.225 -1.681 1.499
H4 3.581 -0.204 0.282
H5 3.882 -2.196 -2.004
H6 4.531 -0.554 -2.023
H7 2.776 -0.814 -1.959
H8 3.761 -3.842 1.336
H9 0.134 -5.272 1.705
H10 1.919 -4.380 4.018
H11 0.521 -5.453 4.127
H12 0.297 -3.743 3.721
H13 3.051 -5.897 2.372
H14 2.262 -6.330 0.848
H15 1.695 -7.018 2.372
H16 -1.216 -3.882 1.051
H17 -2.721 -2.800 -3.526
H18 -2.429 -4.857 -0.247
H19 -3.118 -5.176 -3.204
H20 -4.246 -4.565 -1.982
H21 -3.616 -6.210 -1.872
H22 -0.659 -5.444 -2.657
H23 -1.074 -6.575 -1.365
H24 -0.062 -5.166 -1.013
H25 -2.190 -0.477 -4.253
H26 -1.355 2.254 -2.023
H27 -0.966 1.411 -4.501
H28 0.736 -0.186 -2.772
H29 -3.109 1.026 -1.755
H30 -4.083 0.105 -2.892
H31 -3.375 1.634 -3.408
H32 -2.852 -0.393 4.332
H33 -3.148 -2.931 4.348
H34 -2.937 -4.677 1.872
H35 -3.443 -5.107 3.494
H36 -1.755 -4.711 3.192
H37 -4.575 -2.713 1.659
H38 -4.904 -1.728 3.090
H39 -5.251 -3.461 3.112
H40 -0.590 2.054 2.203
H41 -3.338 1.969 3.525
H42 -2.982 2.404 1.846
H43 -2.475 3.464 3.162
H44 -1.313 1.536 5.142
H45 -0.464 2.954 4.537
H46 0.305 1.354 4.472
N7 0.499 0.173 -3.703
C28 1.538 1.103 -4.181
C29 1.443 2.392 -3.728
C30 0.438 2.796 -2.857
N8 -0.553 1.887 -2.523
H47 0.395 -0.643 -4.308
H48 2.249 0.715 -4.890
H49 2.176 3.114 -4.058
H50 0.353 3.798 -2.465
C31 3.810 2.190 -0.270
Te1 1.751 2.322 0.307
C32 2.276 2.315 2.368
H51 4.407 1.718 0.504
H52 4.132 3.220 -0.412
H53 3.900 1.644 -1.206
H54 3.093 3.021 2.502
H55 2.584 1.312 2.654
H56 1.412 2.616 2.950
C33 -0.469 7.265 3.553
C34 -1.529 6.695 2.669
C35 -2.814 7.127 2.604
C36 -3.685 6.481 1.696
N9 -3.292 5.495 0.907
C37 -2.020 5.060 0.965
S1 -1.430 3.807 -0.003
N10 -1.175 5.665 1.859
C38 -5.119 6.891 1.613
H57 -0.848 8.128 4.093
H58 0.396 7.577 2.964
H59 -0.134 6.523 4.281
H60 -3.152 7.945 3.223
H61 -0.225 5.322 1.874
H62 -5.230 7.969 1.724
H63 -5.671 6.419 2.430
H64 -5.550 6.560 0.673

(7)
ORCA calculation (wB97M-V/def2-TZVPD) on a molecular structure, C32H38CuN12S at a distorted geometry.

Properties
<S²> = 0.758
Max |F| = 1.1 eV Å⁻¹
Spin multiplicity = 2
Relative energy (zero: lowest compared OMol25 entry of this formula, charge and spin) = 0.368 eV

Geometry (Å):
Cu1 -0.029 0.161 1.310
C1 -2.854 0.034 2.247
N1 -2.440 0.683 3.472
C2 -3.397 1.557 4.130
C3 -2.599 2.086 5.308
N2 -1.210 1.827 4.916
C4 -0.227 2.004 5.975
C5 -1.157 0.927 3.878
N3 -0.118 0.396 3.306
C6 1.236 0.725 3.777
C7 2.290 -0.001 2.962
N4 2.169 0.412 1.563
C8 3.095 0.188 0.700
N5 4.232 -0.586 0.828
C9 4.261 -1.785 1.662
C10 4.883 -0.717 -0.474
C11 4.345 0.477 -1.240
N6 3.082 0.725 -0.570
C12 2.388 1.964 -0.869
H1 -3.698 -0.622 2.452
H2 -2.059 -0.581 1.846
H3 -3.163 0.777 1.498
H4 -4.281 0.993 4.431
H5 -3.716 2.366 3.471
H6 -2.835 1.557 6.237
H7 -2.755 3.152 5.455
H8 -0.547 2.857 6.569
H9 0.759 2.227 5.591
H10 -0.169 1.133 6.634
H11 1.380 0.435 4.818
H12 1.427 1.801 3.677
H13 2.150 -1.073 3.095
H14 3.261 0.279 3.382
H15 3.478 -2.499 1.382
H16 4.153 -1.549 2.713
H17 5.232 -2.258 1.528
H18 4.593 -1.659 -0.954
H19 5.964 -0.705 -0.369
H20 4.192 0.266 -2.300
H21 5.008 1.344 -1.157
H22 2.023 1.939 -1.899
H23 3.063 2.822 -0.760
H24 1.545 2.094 -0.197
S1 0.342 -2.315 1.616
C13 -1.201 -3.170 1.492
C14 -1.896 -3.550 2.647
C15 -3.093 -4.255 2.564
C16 -3.627 -4.592 1.326
C17 -2.954 -4.216 0.170
C18 -1.754 -3.514 0.252
H25 -1.479 -3.282 3.611
H26 -3.610 -4.547 3.473
H27 -4.558 -5.145 1.263
H28 -3.362 -4.475 -0.801
H29 -1.228 -3.225 -0.652
N7 -3.050 4.609 3.915
C19 -2.687 4.178 2.896
N8 -2.325 3.693 1.722
C20 -1.405 2.861 1.421
N9 -0.559 2.096 1.136
N10 0.371 -0.734 -5.750
C21 0.192 -0.299 -7.049
C22 0.589 -0.810 -8.283
C23 0.230 -0.080 -9.398
C24 -0.500 1.118 -9.288
C25 -0.890 1.613 -8.061
C26 -0.540 0.886 -6.921
N11 -0.802 1.153 -5.582
C27 -0.250 0.173 -4.927
C28 -0.273 0.035 -3.458
C29 -1.197 0.759 -2.715
C30 -1.203 0.624 -1.344
N12 -0.352 -0.181 -0.672
C31 0.532 -0.879 -1.395
C32 0.599 -0.800 -2.777
H30 0.810 -1.589 -5.464
H31 1.156 -1.731 -8.370
H32 0.512 -0.437 -10.380
H33 -0.752 1.662 -10.189
H34 -1.454 2.534 -7.966
H35 -1.893 1.419 -3.220
H36 -1.922 1.166 -0.742
H37 1.174 -1.542 -0.829
H38 1.352 -1.383 -3.295

(8)
ORCA calculation (wB97M-V/def2-TZVPD) on 2 unconnected molecules or ions with the total composition C4H12NO2 at a distorted geometry.

Properties
Total charge = -1
Max |F| = 2.1 eV Å⁻¹
Spin multiplicity = 1
Relative energy (zero: lowest compared OMol25 entry of this formula, charge and spin) = 1.235 eV

Geometry (Å):
C1 -1.632 1.339 -1.447
C2 -0.839 0.305 -0.666
C3 0.677 0.430 -0.564
C4 1.288 0.649 0.907
O1 2.595 0.707 0.876
N1 -1.223 -1.053 -1.165
H1 -1.307 2.378 -1.375
H2 -2.688 1.298 -1.161
H3 -1.441 1.071 -2.505
H4 -1.184 0.325 0.388
H5 1.100 1.322 -1.054
H6 1.187 -0.435 -0.973
H7 0.855 -0.269 1.478
H8 0.811 1.489 1.484
H9 -0.484 -1.684 -0.897
H10 -1.183 -1.121 -2.184
H11 1.374 -3.009 3.055
H12 1.086 -1.597 2.501
O2 1.007 -2.145 3.302

(9)
ORCA calculation (wB97M-V/def2-TZVPD) on a molecular structure, C4H8N2S at a distorted geometry.

Properties
Max |F| = 4.6 eV Å⁻¹
Spin multiplicity = 1
Relative energy (zero: lowest compared OMol25 entry of this formula, charge and spin) = 2.433 eV

Geometry (Å):
C1 -0.835 -1.169 0.042
C2 0.024 0.084 -0.038
C3 0.955 0.113 1.155
C4 0.676 0.160 -1.374
N1 -2.078 -1.096 0.153
N2 -0.992 1.175 -0.005
S1 -2.661 0.422 0.004
H1 -0.389 -2.240 0.082
H2 1.790 0.687 1.086
H3 1.323 -0.905 1.394
H4 0.280 0.522 1.946
H5 1.409 0.903 -1.494
H6 0.081 0.422 -2.184
H7 1.345 -0.798 -1.670
H8 -0.929 1.720 0.900

(10)
ORCA calculation (wB97M-V/def2-TZVPD) on a gas-phase ion, CF3N2O4S (charge -1) at a distorted geometry.

Properties
Total charge = -1
Max |F| = 3.9 eV Å⁻¹
Spin multiplicity = 1
Relative energy (zero: lowest compared OMol25 entry of this formula, charge and spin) = 1.815 eV

Geometry (Å):
C1 -1.125 -0.523 0.323
N1 -0.297 0.449 -0.233
N2 0.590 1.168 0.972
O1 0.606 0.658 2.059
O2 2.154 -0.451 -1.033
O3 1.206 2.096 0.526
O4 0.236 -0.864 -2.459
F1 -1.945 -1.042 -0.638
F2 -1.863 0.038 1.348
F3 -0.605 -1.632 0.874
S1 1.043 0.103 -1.741

(11)
ORCA calculation (wB97M-V/def2-TZVPD) on a molecular structure, C31H38ClN9ORe.

Properties
Total charge = +2
<S²> = 0.784
Max |F| = 0.7 eV Å⁻¹
Spin multiplicity = 2
Relative energy (zero: lowest compared OMol25 entry of this formula, charge and spin) = 0.000 eV

Geometry (Å):
Re1 -1.080 0.184 -0.416
C1 -0.355 -2.167 3.252
N1 -1.501 -1.260 3.325
C2 -2.243 -1.300 4.585
C3 -1.755 -0.367 2.372
N2 -0.770 0.110 1.557
C4 0.516 0.353 2.133
C5 0.605 0.902 3.382
C6 1.834 0.949 4.070
C7 2.946 0.400 3.506
C8 2.903 -0.114 2.184
C9 4.067 -0.665 1.589
C10 4.054 -1.108 0.300
C11 2.898 -0.913 -0.481
C12 1.768 -0.367 0.062
N3 0.729 0.057 -0.833
C13 1.200 1.010 -1.809
N4 3.122 2.473 -1.743
C14 3.783 3.750 -1.440
C15 3.780 1.698 -2.797
N5 0.024 0.579 -3.767
C16 -0.862 -0.396 -3.226
C17 -0.241 1.119 -5.097
C18 1.695 -0.058 1.448
N6 -3.021 0.041 2.164
C19 -3.296 1.272 1.453
C20 -4.175 -0.828 2.394
H1 0.458 -1.819 3.890
H2 -0.009 -2.253 2.223
H3 -0.687 -3.146 3.592
H4 -1.518 -1.316 5.398
H5 -2.865 -2.192 4.655
H6 -2.859 -0.411 4.686
H7 -0.293 1.261 3.871
H8 1.877 1.388 5.056
H9 3.884 0.373 4.042
H10 4.966 -0.732 2.185
H11 4.932 -1.559 -0.139
H12 2.895 -1.179 -1.530
H13 3.035 4.511 -1.233
H14 4.349 4.040 -2.321
H15 4.455 3.659 -0.589
H16 3.454 2.045 -3.777
H17 3.560 0.643 -2.692
H18 4.852 1.851 -2.696
H19 -0.358 -1.269 -2.828
H20 -1.568 -0.728 -3.985
H21 -1.547 0.097 -2.449
H22 0.461 1.928 -5.271
H23 -1.261 1.504 -5.155
H24 -0.102 0.343 -5.848
H25 -4.229 1.698 1.821
H26 -3.445 1.108 0.369
H27 -2.493 1.985 1.611
H28 -3.845 -1.853 2.536
H29 -4.813 -0.792 1.510
H30 -4.757 -0.506 3.257
Cl1 0.174 -3.423 -0.489
C21 -1.120 -3.437 -1.671
C22 -1.040 -4.343 -2.715
C23 -2.043 -4.361 -3.673
C24 -3.116 -3.484 -3.565
C25 -3.179 -2.597 -2.503
C26 -2.175 -2.546 -1.535
C27 -2.236 -1.572 -0.398
H31 -0.206 -5.028 -2.767
H32 -1.991 -5.070 -4.486
H33 -3.909 -3.503 -4.299
H34 -4.029 -1.931 -2.414
H35 -2.104 -2.095 0.554
H36 -3.252 -1.136 -0.399
N7 -0.395 3.727 1.129
C28 0.032 2.879 0.190
O1 -0.889 2.209 -0.431
C29 1.426 2.784 -0.072
C30 1.985 2.119 -1.195
N8 0.894 1.222 -3.033
C31 2.258 3.410 0.901
N9 2.898 3.860 1.745
H37 0.242 4.367 1.580
H38 -1.382 3.914 1.187

spin multiplicity of number 4 (C12H24O6Si)? 1

Number 4 is which compound? C12H24O6Si

Look up the spin multiplicity of the first one. 1